Molecular formula: C2H3N4O
Method: DFT, the ωB97M-V functional and the def2-TZVPD basis

Results
**LUMO level (alpha / beta)**: 1.8 / 1.8 eV
**Total charge**: -1
**Kohn-Sham gap (alpha / beta)**: 0.2664 / 0.2676 Eh
**HOMO energy (alpha / beta)**: -5.4 / -5.5 eV
**Strongest force on any atom**: 0.0583 hartree/bohr
**ΔE to the lowest compared entry with this formula, charge and spin**: 517.57 kJ/mol

Geometry (Å):
C  0.89029  -0.61676  0.37825
C  -1.88183  0.69416  -0.05454
N  1.86753  -1.37004  1.00730
N  1.36005  0.05716  -0.66848
N  2.93617  -1.13664  0.24117
N  2.60435  -0.31146  -0.76624
O  -1.61407  -0.32197  0.88414
H  -1.51316  0.40311  -1.07943
H  -1.63643  1.74934  0.24660
H  -3.01290  0.85310  -0.18876

Forces on the atoms, in the same order (eV/Å):
2.0 -0.3 -0.1
-1.2 -0.1 -0.3
-2.0 0.8 -0.2
-3.0 0.0 0.5
-1.2 0.2 -0.3
1.4 -0.4 0.6
2.4 0.8 -1.2
-0.1 0.7 0.9
0.7 -0.9 -0.2
0.9 -0.8 0.3

***

Molecular formula: C2H3N5O
Method: DFT, the ωB97M-V functional and the def2-TZVPD basis

Results
**LUMO level**: -0.1 eV
**Kohn-Sham gap**: 0.3702 Eh
**HOMO energy**: -10.2 eV
**Strongest force on any atom**: 0.0327 hartree/bohr
**ΔE to the lowest compared entry with this formula, charge and spin**: 201.87 kJ/mol

Geometry (Å):
H  -2.38948  1.14290  0.12864
N  -2.74757  0.17991  0.02641
C  -1.80658  -0.65806  -0.01116
N  -0.44472  -0.21252  -0.05137
N  -0.17781  1.08489  -0.07481
N  1.12674  1.19478  0.00895
C  1.57972  -0.11277  -0.01819
O  2.86441  -0.38576  0.00252
N  0.65365  -1.00505  -0.00103
H  -1.94531  -1.72260  -0.07894
H  3.28695  0.49430  0.06898

Forces on the atoms, in the same order (eV/Å):
-0.2 -0.5 -0.3
0.2 -0.4 0.4
-0.3 1.4 -0.4
0.2 0.1 0.1
1.2 -0.6 0.6
-0.9 -1.1 -0.8
0.1 1.6 0.6
0.9 0.6 0.1
-1.6 -0.2 -0.3
0.1 -0.3 0.0
0.2 -0.6 -0.1

***

Molecular formula: C2H3N5O
Method: DFT, the ωB97M-V functional and the def2-TZVPD basis

Results
**LUMO level**: -0.2 eV
**Kohn-Sham gap**: 0.3515 Eh
**HOMO energy**: -9.8 eV
**Strongest force on any atom**: 0.1013 hartree/bohr
**ΔE to the lowest compared entry with this formula, charge and spin**: 577.85 kJ/mol

Geometry (Å):
H  1.52655  2.32797  0.22579
N  1.44692  1.19567  0.36811
C  0.28424  0.71682  0.03365
N  -1.10079  1.35925  -0.32579
N  -2.09909  0.63395  -0.27223
N  -2.04469  -0.68737  0.29883
C  -0.91489  -1.26433  0.12513
N  0.28553  -0.72731  -0.06720
O  1.62563  -1.10842  -0.34154
H  -1.04542  -2.25223  0.21365
H  2.03602  -0.19399  -0.25841

Forces on the atoms, in the same order (eV/Å):
-0.6 -3.7 0.7
-2.1 3.9 -1.9
-0.5 -0.4 0.7
2.9 -0.8 0.1
0.1 -0.9 1.7
-0.9 2.8 -1.8
1.0 0.2 0.2
1.2 5.0 -0.5
-1.7 -1.8 0.1
0.5 -4.0 0.4
0.1 -0.4 0.3

***

Molecular formula: C2H3N5O
Method: DFT, the ωB97M-V functional and the def2-TZVPD basis

Results
**LUMO level**: -1.4 eV
**Kohn-Sham gap**: 0.3119 Eh
**HOMO energy**: -9.9 eV
**Strongest force on any atom**: 0.1462 hartree/bohr
**ΔE to the lowest compared entry with this formula, charge and spin**: 546.24 kJ/mol

Geometry (Å):
H  -1.75896  -1.99216  1.17086
N  -2.15082  -1.22088  0.64866
C  -1.12369  -0.35950  0.44641
N  0.07067  -0.81370  1.09511
N  1.16532  -0.34776  0.78145
C  1.21405  0.71682  -0.26744
N  2.15676  1.33810  -0.79533
H  3.00008  0.76611  -0.31497
O  0.02321  1.17924  -0.57431
N  -0.92176  0.22883  -0.76584
H  -1.67487  0.50489  -1.42460

Forces on the atoms, in the same order (eV/Å):
-0.1 0.1 1.0
2.4 3.5 -1.3
-3.9 -6.4 -0.8
0.8 1.1 0.5
1.4 0.2 -0.9
-0.9 -0.5 0.4
3.8 -3.0 2.2
-1.5 2.0 -1.4
-1.1 3.5 -1.0
-1.5 -0.6 0.4
0.7 -0.1 1.0

***

Molecular formula: C2H3N5O
Method: DFT, the ωB97M-V functional and the def2-TZVPD basis

Results
**LUMO level**: -0.1 eV
**Kohn-Sham gap**: 0.3083 Eh
**HOMO energy**: -8.5 eV
**Strongest force on any atom**: 0.1942 hartree/bohr
**ΔE to the lowest compared entry with this formula, charge and spin**: 703.53 kJ/mol

Geometry (Å):
C  0.15454  -0.38073  0.79960
C  -1.08408  -0.53214  -1.04658
H  1.28951  1.11970  2.12333
H  -2.20623  -0.71804  -1.53245
H  0.14486  0.23952  -2.82374
N  0.32549  -0.78169  2.08663
N  -1.18346  -0.79288  0.20014
N  -0.01889  0.14796  -1.72328
N  0.77167  0.95328  -0.93178
N  0.72794  0.69165  0.18538
O  1.07865  0.05337  2.66275

Forces on the atoms, in the same order (eV/Å):
-4.8 -3.6 1.5
-4.0 -0.2 -1.8
-1.1 -4.6 1.2
3.4 0.7 0.1
-1.0 -0.2 3.7
-1.7 1.6 -6.1
4.1 0.7 -0.2
-0.8 -1.4 -2.7
-0.4 1.5 -7.9
1.9 0.0 9.8
4.2 5.5 2.4

***

Molecular formula: C2H3N8S
Method: DFT, the ωB97M-V functional and the def2-TZVPD basis

Results
**LUMO level**: 3.5 eV
**Total charge**: -1
**Kohn-Sham gap**: 0.3037 Eh
**HOMO energy**: -4.8 eV
**Strongest force on any atom**: 0.1170 hartree/bohr
**ΔE to the lowest compared entry with this formula, charge and spin**: 22.92 kJ/mol

Geometry (Å):
C  -1.36309  -0.56643  0.04041
C  1.44107  0.61655  0.96936
N  -1.06548  -2.54893  0.61329
N  -0.39260  -1.47347  0.16419
N  -2.59635  -0.98437  0.38700
N  -2.30556  -2.23732  0.71268
N  0.76721  1.20363  -2.34306
N  1.49292  1.30704  -1.35579
N  -0.45122  1.10101  -2.38664
N  0.64743  1.29352  -0.07362
S  -0.93206  1.09177  -0.39965
H  2.36945  0.97548  0.97171
H  0.92442  0.79573  1.89531
H  1.46387  -0.57420  0.80482

Forces on the atoms, in the same order (eV/Å):
0.7 0.6 -0.4
-4.3 -4.1 -0.8
0.7 0.6 -0.4
-0.8 -0.2 -0.1
1.9 0.2 -0.4
-2.4 -1.5 0.9
-0.1 -0.1 0.8
1.2 -0.1 0.5
-1.3 0.0 -0.1
1.2 0.4 -0.6
-0.5 -0.3 -0.2
3.6 1.7 -0.1
0.0 0.1 0.6
0.0 2.8 0.3

***

Molecular formula: C2H3NO
Method: DFT, the ωB97M-V functional and the def2-TZVPD basis

Results
**LUMO level (alpha / beta)**: -0.8 / -0.2 eV
**Kohn-Sham gap (alpha / beta)**: 0.2980 / 0.3073 Eh
**HOMO energy (alpha / beta)**: -8.9 / -8.6 eV
**Strongest force on any atom**: 0.0788 hartree/bohr
**ΔE to the lowest compared entry with this formula, charge and spin**: 569.32 kJ/mol

Geometry (Å):
C  0.27054  0.03678  0.17455
C  -0.36778  -0.42073  1.27533
N  -0.43379  0.32678  -0.93496
O  -1.72665  0.22986  -0.70267
H  1.28918  0.45755  0.13937
H  -1.03975  -1.24096  1.48179
H  -0.17025  0.78211  -1.86680

Forces on the atoms, in the same order (eV/Å):
1.4 0.5 1.6
1.6 -0.3 -0.8
-3.7 0.4 -1.5
1.2 0.3 -1.6
-0.3 -0.5 0.4
-0.3 0.4 -0.1
0.0 -0.9 2.0

***

Molecular formula: C2H3NO
Method: DFT, the ωB97M-V functional and the def2-TZVPD basis

Results
**LUMO level**: 0.7 eV
**Kohn-Sham gap**: 0.3611 Eh
**HOMO energy**: -9.1 eV
**Strongest force on any atom**: 0.1151 hartree/bohr
**ΔE to the lowest compared entry with this formula, charge and spin**: 370.49 kJ/mol

Geometry (Å):
C  0.18667  -0.01669  0.04230
C  1.65610  -0.06997  0.06419
N  2.76676  -0.56277  0.65522
O  2.65859  0.44057  -0.61977
H  -0.10497  -0.97838  -0.57034
H  -0.21262  0.84513  -0.52843
H  -0.11416  -0.01338  0.98624

Forces on the atoms, in the same order (eV/Å):
1.2 -1.3 -5.6
5.3 -1.4 1.9
-4.6 1.1 -1.2
-0.8 0.6 -0.9
0.2 1.7 1.5
0.5 -0.4 0.4
-1.8 -0.3 4.0

***

- The highest strongest force on any atom belongs to which entry?
  number 5

***

- Which value of ΔE to the lowest compared entry with this formula, charge and spin does entry 4 give?
  546.24 kJ/mol

***

- Which of these has the highest strongest force on any atom?
  number 5

***

- The highest strongest force on any atom belongs to which entry?
  number 5